w:
# C17H16N7O4RuS5

A structure of composition C17H16N7O4RuS5 (wB97M-V/def2-TZVPD, OMol25).

```
50
Properties=species:S:1:pos:R:3:lowdin_spin:R:1
Ru -1.455 1.090 0.356 0.81
O -1.477 -3.707 3.604 0.00
C -2.684 -3.156 3.587 0.00
O -3.601 -3.587 4.235 0.00
C -2.874 -1.963 2.714 0.00
C -4.067 -1.275 2.584 0.01
N -3.872 -0.264 1.728 0.00
N -2.613 -0.266 1.282 0.00
C -1.982 -1.271 1.884 0.01
C -0.526 -1.394 1.545 0.00
O 0.140 -2.347 1.935 0.00
O -0.100 -0.449 0.777 0.01
H -0.831 -3.248 3.007 0.00
H -5.024 -1.460 3.040 0.00
H -4.539 0.452 1.430 0.00
S -5.726 2.598 0.513 0.04
C -4.193 2.382 0.065 0.02
N -3.066 2.177 -0.191 0.01
C -0.085 -3.343 -1.423 0.00
N -0.675 -2.036 -1.711 0.00
C -0.097 -0.848 -1.833 0.00
S -1.170 0.540 -1.926 0.04
N 1.205 -0.639 -1.878 0.00
C 2.297 -1.509 -1.436 0.00
H -0.894 -4.069 -1.454 0.00
H 0.369 -3.370 -0.435 0.00
H 0.638 -3.622 -2.184 0.00
H -1.679 -1.966 -1.642 0.00
H 1.443 0.338 -1.974 0.00
H 2.489 -2.313 -2.142 0.00
H 2.100 -1.896 -0.438 0.00
H 3.183 -0.884 -1.372 0.00
S 3.929 0.512 1.660 0.02
C 2.458 1.239 1.567 0.00
S 1.442 1.327 2.994 0.00
C 0.176 2.034 2.069 0.01
N 0.490 2.240 0.805 0.03
N 1.790 1.843 0.540 0.00
C 2.284 2.247 -0.742 0.00
C 3.581 1.965 -1.170 0.00
C 3.987 2.362 -2.437 0.00
C 3.128 3.037 -3.288 0.00
C 1.847 3.335 -2.849 0.00
C 1.424 2.955 -1.586 0.00
S -1.472 2.216 2.493 -0.02
H 4.264 1.438 -0.528 0.00
H 4.997 2.132 -2.751 0.00
H 3.453 3.336 -4.276 0.00
H 1.160 3.874 -3.487 0.00
H 0.429 3.211 -1.261 0.00
```

* expectation value of S²: 0.757
* multiplicity: 2
* HOMO (alpha / beta): -0.3095 / -0.3109 Eh
* E_LUMO (alpha / beta): -0.64 / -1.67 eV
* charge: 0

x:
# C17H16N7O4RuS5

A structure of composition C17H16N7O4RuS5 (wB97M-V/def2-TZVPD, OMol25).

```
50
Properties=species:S:1:pos:R:3:lowdin_spin:R:1
Ru -0.774 1.836 -0.857 0.76
O 3.992 4.699 0.954 0.00
C 4.279 3.414 0.815 0.00
O 5.360 2.957 1.086 0.00
C 3.190 2.524 0.321 0.00
C 3.342 1.164 0.127 0.00
N 2.179 0.685 -0.329 0.00
N 1.271 1.654 -0.426 0.00
C 1.859 2.776 -0.041 0.00
C 0.996 3.983 -0.064 0.00
O 1.435 5.081 0.229 0.01
O -0.224 3.736 -0.443 0.05
H 3.059 4.911 0.695 0.00
H 4.202 0.535 0.284 0.00
H 1.874 -0.271 -0.546 0.00
S -0.375 -0.084 3.315 0.03
C -0.748 0.474 1.869 0.02
N -1.085 0.853 0.801 0.00
C -4.722 -0.774 0.078 0.00
N -3.843 0.356 -0.141 0.00
C -4.105 1.361 -0.963 0.00
S -2.969 2.618 -1.271 0.00
N -5.308 1.412 -1.540 0.00
C -5.727 2.419 -2.506 0.00
H -4.236 -1.453 0.773 0.00
H -4.911 -1.316 -0.852 0.00
H -5.672 -0.465 0.521 0.00
H -2.930 0.366 0.304 0.00
H -5.948 0.659 -1.352 0.00
H -5.381 3.401 -2.198 0.00
H -6.814 2.427 -2.538 0.00
H -5.336 2.203 -3.500 0.00
S -0.520 -5.126 0.462 0.00
C -0.367 -3.641 -0.213 0.00
S -1.615 -2.798 -1.109 0.01
C -0.562 -1.430 -1.331 0.02
N 0.607 -1.604 -0.832 0.00
N 0.719 -2.823 -0.218 0.00
C 1.963 -3.089 0.446 0.00
C 2.766 -4.129 0.010 0.00
C 3.983 -4.342 0.639 0.00
C 4.386 -3.514 1.679 0.00
C 3.568 -2.476 2.104 0.00
C 2.342 -2.263 1.491 0.00
S -1.152 -0.004 -2.156 0.10
H 2.432 -4.762 -0.800 0.00
H 4.621 -5.153 0.313 0.00
H 5.340 -3.681 2.162 0.00
H 3.877 -1.836 2.920 0.00
H 1.678 -1.473 1.830 0.00
```

* expectation value of S²: 0.757
* multiplicity: 2
* HOMO (alpha / beta): -0.3124 / -0.3130 Eh
* E_LUMO (alpha / beta): -1.46 / -1.88 eV
* charge: 0

Name the least stable of them. w.

w:
# C19H17N5

An isolated molecule of C19H17N5 (wB97M-V/def2-TZVPD, OMol25).

```
41
Properties=species:S:1:pos:R:3:lowdin_charge:R:1
C 0.326 0.553 0.222 0.00
C 0.303 1.143 -1.004 -0.13
C -0.489 0.577 -2.170 -0.17
C -0.585 1.576 -3.271 -0.20
C -0.855 2.979 -2.701 -0.22
N 0.306 3.400 -1.951 0.09
C 0.875 2.533 -1.124 -0.20
C 2.008 2.985 -0.327 -0.18
C 2.192 4.283 0.131 -0.02
C 3.307 4.561 0.910 -0.06
C 4.311 3.574 1.159 -0.14
N 4.159 2.341 0.684 0.05
C 3.031 2.050 -0.019 -0.08
C -0.243 -0.760 0.584 -0.21
C -0.083 -1.871 -0.252 -0.03
C -0.630 -3.120 0.048 0.00
C -1.364 -3.291 1.222 -0.18
N -2.079 -4.479 1.464 -0.06
C -2.744 -4.873 2.610 -0.06
C -3.357 -6.039 2.292 -0.13
N -3.056 -6.339 0.962 0.00
N -2.317 -5.448 0.508 0.02
C -1.363 -2.212 2.172 -0.01
C -0.782 -0.989 1.858 -0.03
H 0.737 1.125 1.068 0.13
H -0.021 -0.346 -2.586 0.12
H -1.503 0.263 -1.865 0.13
H -1.378 1.248 -3.924 0.11
H 0.322 1.556 -3.865 0.12
H -0.981 3.676 -3.558 0.11
H -1.751 3.019 -2.045 0.13
H 1.482 5.056 -0.244 0.13
H 3.526 5.552 1.266 0.09
H 5.222 3.801 1.735 0.11
H 2.947 1.061 -0.446 0.11
H 0.498 -1.724 -1.148 0.10
H -0.576 -3.944 -0.685 0.12
H -2.726 -4.391 3.581 0.11
H -4.040 -6.600 2.946 0.10
H -1.791 -2.306 3.173 0.10
H -0.839 -0.181 2.592 0.12
```

* multiplicity: 1
* HOMO: -0.3079 Eh
* SMILES string: C(=C1/CCCN=C1c1cccnc1)/c1ccc(-n2ccnn2)cc1
* E_LUMO: -0.26 eV
* charge: 0

x:
# C19H17N5

An isolated molecule of C19H17N5 (wB97M-V/def2-TZVPD, OMol25).

```
41
Properties=species:S:1:pos:R:3:lowdin_charge:R:1
C 1.244 -1.476 6.559 -0.10
N 2.727 -1.455 6.531 -0.30
C 3.376 -2.100 7.663 -0.12
C 3.468 -1.421 5.234 -0.19
C 2.738 -1.043 4.005 0.01
C 2.218 -0.391 3.141 0.03
C 1.622 0.498 2.145 -0.27
C 0.646 1.408 2.478 -0.04
C -0.113 2.019 1.418 0.01
C 0.027 1.610 0.050 -0.17
C -0.634 1.914 -1.221 0.04
C 0.187 1.405 -2.211 -0.14
C -0.170 1.382 -3.711 -0.15
N 0.496 0.766 -4.627 0.10
N -0.223 0.851 -5.809 0.03
C -1.378 1.539 -5.628 -0.20
C -2.466 1.888 -6.521 0.03
C -3.322 2.856 -5.944 -0.07
C -3.342 3.174 -4.568 -0.13
N -2.425 2.597 -3.803 0.10
C -1.401 1.873 -4.281 -0.19
N 1.341 0.861 -1.605 0.12
C 1.166 0.863 -0.216 -0.19
C 2.015 0.422 0.813 0.03
H 0.901 -2.544 6.404 0.09
H 0.838 -0.703 5.915 0.07
H 0.838 -1.325 7.578 0.07
H 4.457 -1.661 7.771 0.11
H 2.863 -1.823 8.668 0.11
H 3.390 -3.113 7.437 0.04
H 3.909 -2.403 5.194 0.10
H 4.354 -0.749 5.229 0.12
H 0.393 1.483 3.562 0.12
H -1.014 2.599 1.649 0.10
H -1.546 2.450 -1.481 0.09
H 0.047 0.273 -6.641 0.18
H -2.597 1.376 -7.455 0.10
H -4.022 3.318 -6.623 0.09
H -4.065 3.800 -3.995 0.12
H 2.213 0.750 -2.092 0.15
H 2.933 -0.072 0.685 0.10
```

* multiplicity: 1
* HOMO: -0.2776 Eh
* SMILES string: CN(C)CC#Cc1ccc2cc(-c3n[nH]c4cccnc34)[nH]c2c1
* E_LUMO: 0.03 eV
* charge: 0

Name the least stable of them. x.

w:
# C3H16N2O3

A structure of composition C3H16N2O3 (wB97M-V/def2-TZVPD, OMol25).

```
24
Properties=species:S:1:pos:R:3:lowdin_charge:R:1
C 1.384 0.855 -0.932 -0.07
C -0.166 0.540 -0.966 -0.22
N -0.878 1.791 -0.725 0.05
C -2.183 1.469 -0.069 -0.05
N 1.506 -1.342 1.825 0.01
H 1.697 1.157 0.069 0.04
H 1.902 -0.092 -1.118 0.05
H 1.618 1.719 -1.673 0.11
H -0.548 -0.182 -0.218 0.11
H -0.519 0.128 -1.920 0.15
H -0.450 2.197 0.060 0.03
H -3.030 2.085 -0.478 0.11
H -2.311 0.400 -0.189 0.07
H -2.052 1.724 0.978 0.08
H 1.998 -2.039 2.403 0.01
H -1.904 -2.551 -0.836 0.01
H 1.711 -2.698 -1.208 0.01
O -1.076 -2.441 -0.350 -0.15
H -0.081 -2.421 -1.022 -0.04
H 1.246 -0.613 2.553 0.02
O 0.975 -2.217 -1.607 -0.18
H 0.636 -1.623 1.400 -0.03
H 0.252 2.386 2.409 0.03
O 0.272 1.770 1.614 -0.18
```

* multiplicity: 1
* HOMO: -0.3315 Eh
* E_LUMO: -5.54 eV
* charge: 0

x:
# C3H16N2O3

A cluster of 4 separate species, C3H16N2O3 in total (wB97M-V/def2-TZVPD, OMol25).

```
24
Properties=species:S:1:pos:R:3:lowdin_charge:R:1
N 0.654 1.414 2.612 -0.02
C 0.582 1.472 1.159 -0.28
C -0.806 1.048 0.586 -0.16
C -0.654 -0.119 -0.417 -0.29
N -1.602 -1.243 -0.477 -0.02
H -0.225 1.662 3.044 0.06
H 0.963 0.525 2.989 0.06
H 0.879 2.436 0.760 0.10
H 1.309 0.715 0.840 0.10
H -1.328 1.851 0.039 0.10
H -1.473 0.917 1.449 0.10
H -0.518 0.279 -1.431 0.07
H 0.297 -0.636 -0.190 0.08
H -1.341 -2.009 -1.076 0.07
H -2.562 -0.979 -0.660 0.08
O -0.376 -2.893 1.732 -0.08
H 0.289 -2.311 2.109 0.01
H -0.862 -2.375 1.066 -0.02
O 0.446 1.832 -2.643 -0.06
H 0.931 2.193 -1.898 0.03
H 0.536 0.881 -2.701 -0.01
O 1.550 -1.214 -2.317 -0.04
H 1.096 -1.884 -2.844 0.06
H 2.217 -1.563 -1.734 0.04
```

* multiplicity: 1
* HOMO: -0.3361 Eh
* SMILES string: NCCCN.O.O.O
* E_LUMO: 0.31 eV
* charge: 0

Name the least stable of them. w.

w:
# C2H4N2S3

An isolated molecule of C2H4N2S3 (wB97M-V/def2-TZVPD, OMol25).

```
11
Properties=species:S:1:pos:R:3:lowdin_charge:R:1
S -2.828 -0.907 -0.298 0.58
C -1.741 0.371 -0.043 -0.75
N -0.405 0.450 0.270 -0.54
S 0.358 1.959 -0.076 0.84
C 0.292 -0.616 0.865 -0.38
N 1.315 -1.358 0.606 -0.29
S 2.523 -0.665 -0.518 0.58
H -2.028 1.511 0.054 0.07
H 0.286 2.305 1.137 -0.16
H -0.341 -0.887 1.612 0.08
H 3.549 -1.294 0.404 -0.05
```

* multiplicity: 1
* HOMO: -0.3310 Eh
* SMILES string: S=CN(S)/C=N\S
* E_LUMO: -0.55 eV
* charge: 0

x:
# C2H4N2S3

An isolated molecule of C2H4N2S3 (wB97M-V/def2-TZVPD, OMol25).

```
11
Properties=species:S:1:pos:R:3:lowdin_charge:R:1
C 0.242 -1.314 -0.634 -0.86
C -0.181 0.845 1.079 -0.65
N -0.258 -1.678 0.480 -0.33
N -0.376 0.958 -0.324 -0.55
S 1.074 -1.565 -1.931 0.71
S -1.115 -0.607 1.571 0.92
S 0.832 1.525 -1.356 0.64
H 0.911 0.769 1.336 0.10
H -0.715 1.692 1.319 0.05
H -0.269 -2.634 0.654 0.08
H -0.146 2.009 -2.191 -0.11
```

* multiplicity: 1
* HOMO (alpha / beta): -0.2717 / -0.2774 Eh
* E_LUMO (alpha / beta): -0.09 / -0.10 eV
* charge: 0

Name the least stable of them. x.